59
Properties=species:S:1:pos:R:3 method="wB97M-V/def2-TZVPD" energy_ha=-1591.168881 e_homo_ev=0.29 total_charge=-2
H -7.201 -0.175 -2.031
H 9.212 1.306 5.606
C 2.496 -0.035 2.608
C -6.182 -0.174 -1.654
H 2.723 0.181 3.723
H 2.829 -1.125 2.452
C -6.129 -1.132 -7.564
H 10.671 -0.481 4.703
H 4.810 -0.739 1.727
H -6.658 1.027 0.066
H -5.421 -1.383 -3.262
H 1.180 2.548 2.594
H -7.672 -1.668 -8.963
C 7.394 0.220 5.235
H -4.330 1.045 0.916
H 0.419 0.308 3.842
H 5.562 0.822 2.446
C -4.569 0.512 0.002
H -0.566 2.192 2.245
H -9.450 -0.461 -7.733
C -5.877 0.504 -0.477
H -2.546 -0.154 -0.319
N 0.737 3.531 0.470
C -7.434 -1.136 -8.047
H -8.909 0.740 -5.636
H 6.754 1.005 5.624
H -0.841 -0.054 2.309
P 0.603 -0.003 2.415
C 3.348 0.998 1.756
C -3.568 -0.162 -0.692
H 5.234 0.609 0.581
C -3.876 -0.847 -1.863
H -6.584 0.759 -4.785
H 9.671 -2.571 3.831
H -3.097 -1.377 -2.400
H 3.433 2.030 2.259
C 6.832 -0.956 4.750
C -8.433 -0.459 -7.356
O 1.887 3.857 0.403
C 9.032 -1.789 4.228
H 7.214 -2.881 3.874
O 1.806 -1.101 -0.037
H -5.350 -1.662 -8.102
C -8.129 0.218 -6.179
O 0.603 2.167 0.511
H 5.756 -1.089 4.761
C -5.182 -0.851 -2.345
C 7.652 -1.962 4.249
C -6.823 0.227 -5.699
C 4.865 0.401 1.653
C 0.657 -0.595 0.567
C 8.774 0.390 5.222
H -4.804 -0.438 -6.019
H 3.013 1.095 0.664
C 9.594 -0.614 4.716
C -5.823 -0.447 -6.393
C 0.506 1.863 1.955
O -0.401 -0.603 -0.179
H 0.589 -1.433 2.775